Record 1
DFT (the ωB97M-V functional and the def2-TZVPD basis) results for the ion C4H12N2S with charge +1 in a non-equilibrium geometry.

Properties
* max |F|: 2.48 eV Å⁻¹
* ⟨S²⟩: 0.76
* orbital gap (spin up / spin down): 10.902 / 4.865 eV
* E_HOMO (spin up / spin down): -14.1 / -13.3 eV
* LUMO level (spin up / spin down): -3.1672 / -8.4022 eV
* energy relative to the best compared isomer or geometry (same formula, charge and spin): 2.063 eV

```
! wB97M-V def2-TZVPD RIJCOSX def2/J DEFGRID3
* xyz 1 2
C 1.74498 -0.06902 -1.48194
N 1.59071 0.17095 -0.02695
C 0.27221 0.13924 0.55770
C -0.63882 1.14916 -0.18984
S -1.98267 1.86859 0.88180
C -0.37449 -1.29781 0.46622
N -1.66405 -1.33686 1.07852
H 1.14495 -0.94327 -1.76562
H 1.45327 0.74002 -2.14342
H 2.81925 -0.17288 -1.58396
H 1.89848 1.12234 0.18101
H 0.37652 0.27528 1.66759
H -0.08786 2.03896 -0.47347
H -1.12282 0.63537 -1.02298
H -0.97332 2.39013 1.51897
H 0.25976 -1.94703 1.11234
H -0.33002 -1.64983 -0.57489
H -2.41104 -0.81494 0.62896
H -1.97504 -2.29841 1.16994
*
```

Mulliken population analysis, charges in e, atoms 1 to 5: C -0.7744; N -0.1967; C 0.1442; C -1.1464; S 0.0320


Record 2
DFT (the ωB97M-V functional and the def2-TZVPD basis) results for a cluster of 2 separate species, C4H12N2S in total in a non-equilibrium geometry.

Properties
* max |F|: 4.68 eV Å⁻¹
* orbital gap: 6.585 eV
* E_HOMO: -15.9 eV
* LUMO level: -9.3536 eV
* energy relative to the best compared isomer or geometry (same formula, charge and spin): 2.336 eV

```
! wB97M-V def2-TZVPD RIJCOSX def2/J DEFGRID3
* xyz 2 1
C 2.42985 -0.08054 0.10870
C 1.25656 -0.63544 -0.19328
C -3.55524 0.74258 1.53084
C -4.10617 0.34548 0.27388
N 3.71816 -0.71368 -0.28885
N 0.02728 -0.20090 0.05292
S -3.49335 -1.05148 -0.53950
H 2.47863 0.74926 0.79392
H 1.24081 -1.57942 -0.91939
H -4.47971 0.71637 2.14600
H -3.03164 1.63427 1.46623
H -2.78431 0.06433 1.88622
H -4.73440 0.95990 -0.25387
H 3.47920 -1.54329 -0.79404
H 4.37977 -0.89590 0.50529
H 4.35026 -0.03934 -0.92722
H -0.19776 0.76808 0.23362
H -0.66616 -0.82425 -0.46378
H -4.36659 -1.29631 -1.49314
*
```

Mulliken population analysis, charges in e, atoms 1 to 5: C -0.2503; C -0.1401; C -0.9800; C 0.1480; N -0.3525


Record 3
DFT (the ωB97M-V functional and the def2-TZVPD basis) results for a cluster of 2 separate species, C4H12N2S2 in total in a non-equilibrium geometry.

Properties
* max |F|: 3.98 eV Å⁻¹
* orbital gap: 3.861 eV
* E_HOMO: -8.2 eV
* LUMO level: -4.3490 eV
* energy relative to the best compared isomer or geometry (same formula, charge and spin): 6.109 eV

```
! wB97M-V def2-TZVPD RIJCOSX def2/J DEFGRID3
* xyz 0 1
S 3.70587 1.08269 -0.07393
S -0.44937 1.36563 -1.70454
C 0.48875 -0.10075 -1.48572
C 0.66897 -0.45324 0.05072
C -0.64404 -0.71790 0.74742
N -1.46605 0.45515 1.07464
C -2.74933 0.35522 0.43324
N 1.84317 -1.27221 0.08888
H 2.91656 2.16609 0.22572
H 1.59014 0.31213 -1.76183
H 0.21052 -1.00136 -2.11489
H 1.07479 0.49394 0.52947
H -0.29568 -1.15949 1.72355
H -1.23017 -1.40869 0.22238
H -0.99745 1.22456 0.49164
H -2.65064 -0.13597 -0.52874
H -3.25923 1.27968 0.21837
H -3.42897 -0.23455 1.03812
H 2.07362 -1.57347 1.06539
H 2.59853 -0.67744 -0.23991
*
```

Mulliken population analysis, charges in e, atoms 1 to 5: S -0.3712; S -0.0812; C -0.2786; C 0.1106; C -0.7432


Record 4
DFT (the ωB97M-V functional and the def2-TZVPD basis) results for the ion C4H12N3 with charge +1 in a non-equilibrium geometry.

Properties
* max |F|: 3.97 eV Å⁻¹
* orbital gap: 9.431 eV
* E_HOMO: -12.8 eV
* LUMO level: -3.3656 eV
* energy relative to the best compared isomer or geometry (same formula, charge and spin): 2.839 eV
* SMILES: N/C=C(\[NH3+])CCN

```
! wB97M-V def2-TZVPD RIJCOSX def2/J DEFGRID3
* xyz 1 1
N -1.67910 2.10459 0.87237
C -1.13254 0.87952 1.22067
C 0.03804 0.45818 0.68615
N 0.70305 1.59399 -0.00460
C 0.49232 -0.94288 0.42760
C 0.61450 -1.34291 -1.09782
N 0.79061 -2.76490 -1.18350
H -1.93461 2.65595 1.72950
H -2.49221 2.26243 0.31855
H -1.57508 0.32323 2.04480
H 1.34543 2.13164 0.64497
H 1.17579 1.26097 -0.88964
H -0.06905 2.30121 -0.21459
H -0.20289 -1.62957 0.87204
H 1.62554 -1.05128 0.85627
H -0.27058 -0.98146 -1.61877
H 1.51949 -0.82300 -1.53773
H 1.19007 -3.17313 -2.02543
H -0.13878 -3.26256 -1.10084
*
```

Mulliken population analysis, charges in e, atoms 1 to 5: N -0.6084; C 0.0175; C -0.1931; N -0.2510; C -0.5569


Record 5
DFT (the ωB97M-V functional and the def2-TZVPD basis) results for a structure of composition C4H12N3 in a non-equilibrium geometry.

Properties
* max |F|: 4.74 eV Å⁻¹
* orbital gap: 10.197 eV
* E_HOMO: -13.1 eV
* LUMO level: -2.9356 eV
* energy relative to the best compared isomer or geometry (same formula, charge and spin): 5.629 eV

```
! wB97M-V def2-TZVPD RIJCOSX def2/J DEFGRID3
* xyz 1 1
C 2.03502 -1.87331 0.05206
C 0.77250 -1.56268 0.35561
C 1.41731 1.79960 -0.07366
C -1.18219 0.23114 0.63828
N -2.70332 -0.17768 -0.37694
N -0.07640 -0.00691 -0.04286
N 0.48523 0.95181 -0.79740
H 2.47308 -2.75043 0.43861
H 2.58451 -1.15354 -0.39307
H 0.15778 -2.08465 1.20689
H 0.81686 2.45543 0.50784
H 2.08170 1.16579 0.42235
H 2.06894 2.49498 -0.68189
H -1.59037 1.25349 0.65227
H -1.30491 -0.33786 1.56758
H -2.21610 -0.69789 -1.10559
H -3.26191 0.50728 -0.79193
H -3.16135 -0.87154 0.15518
H 0.60360 0.65695 -1.73334
*
```

Mulliken population analysis, charges in e, atoms 1 to 5: C -0.6476; C 0.0004; C -0.7489; C -0.3836; N -0.5633


Record 6
DFT (the ωB97M-V functional and the def2-TZVPD basis) results for a structure of composition C4H12N3 in a non-equilibrium geometry.

Properties
* max |F|: 3.61 eV Å⁻¹
* orbital gap: 10.528 eV
* E_HOMO: -13.7 eV
* LUMO level: -3.1426 eV
* energy relative to the best compared isomer or geometry (same formula, charge and spin): 2.770 eV

```
! wB97M-V def2-TZVPD RIJCOSX def2/J DEFGRID3
* xyz 1 1
C -0.76233 1.41384 -0.47288
C -0.49728 0.40498 -1.54652
C -0.33922 -0.97167 -0.96975
N 0.34331 -1.09643 1.89151
C 1.21909 -1.33846 0.96390
N 1.04152 -0.96199 -0.27604
N -0.19805 1.09189 0.87153
H -1.83141 1.55043 -0.27925
H -0.43863 2.45970 -0.75575
H -1.28339 0.40506 -2.31371
H 0.42046 0.65297 -2.17362
H -1.13639 -1.04551 -0.22104
H -0.35924 -1.84064 -1.61670
H -0.25319 -1.55818 2.55763
H 2.32432 -1.34183 1.20442
H 1.79351 -0.65354 -0.87768
H -0.20266 -0.06385 1.26160
H 0.80207 1.35721 1.04331
H -0.64249 1.53604 1.70904
*
```

Mulliken population analysis, charges in e, atoms 1 to 5: C -0.5823; C -0.4308; C -0.7784; N -0.5085; C -0.1124


Record 7
DFT (the ωB97M-V functional and the def2-TZVPD basis) results for a cluster of 2 separate species, C4H12N3 in total in a non-equilibrium geometry.

Properties
* max |F|: 1.14 eV Å⁻¹
* orbital gap: 9.233 eV
* E_HOMO: -13.7 eV
* LUMO level: -4.4592 eV
* energy relative to the best compared isomer or geometry (same formula, charge and spin): 2.173 eV

```
! wB97M-V def2-TZVPD RIJCOSX def2/J DEFGRID3
* xyz 1 1
C -0.20303 -2.63458 -1.07023
C -0.22459 -1.28365 -0.34640
C 1.52586 0.48110 -0.33099
N 0.75977 -0.35389 -0.93203
H -0.13547 -2.51453 -2.15240
H 0.66353 -3.19809 -0.72992
H -1.13986 -3.12534 -0.80873
H -1.19167 -0.78244 -0.40520
H 0.01753 -1.40095 0.70639
H 1.80772 1.35886 -0.89882
H 1.89648 0.22229 0.64662
H 0.64432 -0.23315 -1.93476
N -0.14673 1.18054 1.82131
C -0.89774 1.95440 0.93094
N -0.34186 2.63298 0.02740
H 0.63921 1.69047 2.20491
H -0.70069 0.78998 2.56704
H -1.97438 1.95387 1.12551
H -0.99840 3.26213 -0.42064
*
```

Mulliken population analysis, charges in e, atoms 1 to 5: C -1.2074; C -0.2715; C -0.3716; N 0.0387; H 0.3762


Record 8
DFT (the ωB97M-V functional and the def2-TZVPD basis) results for the ion C4H12N3 with charge +1 in a non-equilibrium geometry.

Properties
* max |F|: 5.97 eV Å⁻¹
* orbital gap: 8.738 eV
* E_HOMO: -12.3 eV
* LUMO level: -3.5483 eV
* energy relative to the best compared isomer or geometry (same formula, charge and spin): 3.555 eV
* SMILES: NCC/C(N)=C/[NH3+]

```
! wB97M-V def2-TZVPD RIJCOSX def2/J DEFGRID3
* xyz 1 1
N -1.54152 2.40978 1.60348
C -1.28886 0.96916 1.34508
C -0.02154 0.96858 0.34957
C 0.22438 -0.48395 -0.14221
N 0.68300 -1.53128 0.57065
C 0.23040 -0.69981 -1.44941
N 1.12361 -1.88195 -2.09586
H -1.83208 2.89160 0.69927
H -0.69228 2.87298 1.79772
H -0.91421 0.41603 2.31286
H -2.24181 0.38733 1.06374
H 0.84225 1.35227 0.90780
H -0.33908 1.58638 -0.50548
H 1.62875 -1.28470 1.02767
H 0.26920 -1.84140 1.44193
H -0.01632 0.00945 -2.26508
H 1.74033 -1.37745 -2.81938
H 1.61758 -2.21143 -1.25736
H 0.52820 -2.55157 -2.58498
*
```

Mulliken population analysis, charges in e, atoms 1 to 5: N -0.6577; C -0.3894; C -0.6881; C 0.5648; N -0.7149


Record 9
DFT (the ωB97M-V functional and the def2-TZVPD basis) results for the ion C4H12N3 with charge +1 in a non-equilibrium geometry.

Properties
* max |F|: 1.08 eV Å⁻¹
* orbital gap: 11.014 eV
* E_HOMO: -13.8 eV
* LUMO level: -2.8303 eV
* energy relative to the best compared isomer or geometry (same formula, charge and spin): 1.246 eV
* SMILES: N/C=C(\[NH3+])CCN

```
! wB97M-V def2-TZVPD RIJCOSX def2/J DEFGRID3
* xyz 1 1
N -0.17606 -1.46975 -2.28643
C -0.09400 -1.57789 -0.86073
C -0.41092 -0.53803 -0.10480
N -0.72208 0.70916 -0.85013
C -0.17474 -0.32144 1.35376
C 0.95554 0.67486 1.61850
N 0.51566 2.02873 1.24218
H 0.72091 -1.63758 -2.72382
H -0.88780 -2.11192 -2.61079
H 0.08782 -2.55500 -0.42737
H -1.72527 0.92825 -0.79511
H -0.45510 0.54075 -1.83864
H -0.29829 1.52008 -0.29161
H -0.06170 -1.29201 1.84211
H -1.08618 0.06702 1.82152
H 1.82812 0.39495 1.02301
H 1.27357 0.61179 2.65710
H -0.04596 2.44241 1.98172
H 1.31530 2.61894 1.05403
*
```

Mulliken population analysis, charges in e, atoms 1 to 5: N -0.5967; C -0.1059; C -0.0910; N -0.1655; C -0.8270


Record 10
DFT (the ωB97M-V functional and the def2-TZVPD basis) results for the ion C4H12N3 with charge +2 in a non-equilibrium geometry.

Properties
* max |F|: 4.71 eV Å⁻¹
* ⟨S²⟩: 0.76
* orbital gap (spin up / spin down): 6.500 / 2.571 eV
* E_HOMO (spin up / spin down): -16.5 / -16.5 eV
* LUMO level (spin up / spin down): -9.9841 / -13.8995 eV
* energy relative to the best compared isomer or geometry (same formula, charge and spin): 5.135 eV

```
! wB97M-V def2-TZVPD RIJCOSX def2/J DEFGRID3
* xyz 2 2
C 1.70860 -0.70837 -0.30035
C 0.24894 -1.09292 0.25358
C -0.72157 0.06260 -0.04325
C -1.35445 0.80065 0.97044
N -2.30678 1.81015 0.87795
N -0.78895 0.75145 -1.34111
N 2.86831 -1.51052 0.21947
H 1.78570 0.34018 0.13183
H 1.72325 -0.64870 -1.35408
H 0.39602 -1.08247 1.34573
H -0.34059 -2.06086 -0.06296
H -1.18462 0.29943 1.92637
H -3.14093 1.35776 0.97077
H -2.26948 2.61311 1.44061
H -0.04362 1.40058 -1.79573
H -1.62273 1.46341 -1.10068
H -1.19513 0.17303 -2.07493
H 3.50845 -1.44050 -0.56911
H 2.72961 -2.52803 0.50546
*
```

Mulliken population analysis, charges in e, atoms 1 to 5: C -0.5590; C -0.4971; C 0.0457; C 0.0265; N -0.4382